No. 1
Computed, not measured: 9 unconnected molecules or ions with the total composition C61H65BN10O27P2S2, with ωB97M-V/def2-TZVPD.

Computed properties:
LUMO	-1.660	eV
charge	0
Kohn-Sham gap	0.221	Eh
SMILES	C[C@@H](COC(=O)CS[C@@H]1C[NH2+][C@](CB(O)O)(PP(=O)(O)O)[C@@H](C(=O)[O-])N1)OC(=O)CS.O=[N+]([O-])c1ccccc1.O=[N+]([O-])c1ccccc1.O=[N+]([O-])c1ccccc1.O=[N+]([O-])c1ccccc1.O=[N+]([O-])c1ccccc1.O=[N+]([O-])c1ccccc1.O=[N+]([O-])c1ccccc1.O=[N+]([O-])c1ccccc1
max |F|	6.77	eV/Å

Element x y z (Å)
C -4.03331 -2.46335 -1.87253
C -2.89665 -1.38425 -1.43032
C -3.66298 0.01541 -1.23287
O -2.86774 1.19356 -1.53299
C -3.12762 1.68478 -2.84757
O -3.77631 2.74614 -3.02944
C -2.52053 0.82716 -4.06190
S -2.83734 1.62342 -5.70975
C -1.87499 0.59762 -6.96155
C -2.65806 -0.76362 -7.28351
N -1.91552 -1.73071 -8.14906
C -0.51562 -2.07431 -7.63337
C 0.13827 -3.00769 -8.75887
B 1.75401 -3.12054 -8.71338
O 2.46148 -2.99443 -9.98822
O 2.57203 -3.37110 -7.55023
P -0.76240 -2.87545 -5.93300
P 0.28644 -4.75937 -5.69914
O 0.37356 -5.65064 -6.94547
O 1.82089 -4.54634 -4.93639
O -0.62594 -5.66752 -4.53813
C 0.21768 -0.67267 -7.40363
C 0.51208 0.15902 -8.73452
O -0.29412 0.32859 -9.71602
O 1.77134 0.76819 -8.80492
N -0.51123 0.25617 -6.46022
O -2.29644 -1.91879 -0.21519
C -1.19640 -1.13163 0.22322
O -0.53659 -0.33411 -0.49098
C -0.75494 -1.34702 1.77128
S -1.74603 -0.31395 2.95492
H -3.61402 -3.51987 -1.66245
H -4.89917 -2.32529 -1.12264
H -4.35817 -2.32518 -2.96362
H -2.15638 -1.34492 -2.32113
H -4.54668 0.01292 -1.98158
H -4.11256 0.01538 -0.18143
H -3.02722 -0.20631 -4.08463
H -1.38120 0.76553 -3.92881
H -1.89225 1.22506 -7.92356
H -3.62136 -0.43942 -7.88436
H -3.06504 -1.21534 -6.30441
H -1.90981 -1.49031 -9.16183
H -2.43718 -2.63517 -8.09249
H -0.41292 -4.02435 -8.78284
H -0.12197 -2.51412 -9.77842
H 3.11322 -2.26917 -9.80285
H 2.71567 -4.35492 -7.55428
H -2.17155 -3.23550 -5.88397
H 1.87344 -3.59527 -4.67847
H -1.56768 -5.71183 -4.82623
H 1.22945 -0.89102 -6.88710
H 0.00456 1.15454 -6.45030
H -1.03069 -2.45047 1.99716
H 0.37507 -1.25206 1.88639
H -2.82416 -1.11100 3.32888
O 0.45791 -4.37836 5.59849
N -0.31626 -3.44056 5.74402
O -1.36270 -3.30553 5.12231
C 0.03626 -2.41079 6.72522
C 1.23722 -2.51137 7.42583
C 1.58023 -1.52015 8.33975
C 0.72553 -0.44136 8.55201
C -0.47620 -0.35149 7.85710
C -0.82597 -1.33762 6.93871
H 1.91208 -3.34477 7.27049
H 2.51623 -1.58650 8.88543
H 0.99881 0.33363 9.26222
H -1.13971 0.48992 8.02837
H -1.76462 -1.25258 6.40211
O -0.66133 3.57835 -6.03321
N -1.43384 4.51634 -5.89237
O -2.47770 4.65141 -6.51479
C -1.08225 5.54888 -4.91547
C 0.11730 5.45045 -4.21229
C 0.45845 6.44597 -3.30269
C -0.39595 7.52534 -3.09761
C -1.59727 7.61256 -3.79534
C -1.94543 6.62317 -4.70902
H 0.79191 4.61467 -4.36290
H 1.39298 6.38237 -2.75491
H -0.12366 8.30358 -2.39070
H -2.26080 8.45484 -3.62916
H -2.88283 6.70452 -5.24849
O -3.64228 3.03111 9.98015
N -3.61176 1.84035 10.26006
O -2.77054 1.31970 10.97931
C -4.65042 0.97834 9.69062
C -5.60615 1.52529 8.83571
C -6.57593 0.69825 8.27846
C -6.58955 -0.66088 8.57883
C -5.63873 -1.19916 9.44133
C -4.66338 -0.38034 10.00118
H -5.60652 2.58245 8.59353
H -7.32051 1.11258 7.60660
H -7.34483 -1.30446 8.13746
H -5.65605 -2.25877 9.67410
H -3.92625 -0.81279 10.66920
O 4.28901 -4.24586 9.96029
N 4.31998 -5.43729 10.24019
O 5.16314 -5.95778 10.95672
C 3.27867 -6.29841 9.67423
C 2.32124 -5.74991 8.82292
C 1.34822 -6.57433 8.26804
C 1.33324 -7.93355 8.56776
C 2.28605 -8.47397 9.42714
C 3.26463 -7.65708 9.98431
H 2.32182 -4.69437 8.58152
H 0.60241 -6.15784 7.59855
H 0.57549 -8.57557 8.12837
H 2.26769 -9.53372 9.65944
H 4.00314 -8.09097 10.64976
O 2.30879 -0.88454 4.87779
N 1.98529 0.23032 5.26881
O 0.85034 0.54430 5.60047
C 3.02616 1.25775 5.33942
C 4.32452 0.95086 4.93516
C 5.30424 1.93718 4.98151
C 4.98639 3.21521 5.43248
C 3.69055 3.51258 5.84488
C 2.70353 2.53352 5.79910
H 4.58526 -0.04081 4.58169
H 6.31648 1.71086 4.66282
H 5.75255 3.98452 5.46194
H 3.45050 4.50989 6.19844
H 1.69681 2.77897 6.11999
O -3.81756 0.35246 -9.39853
N -3.91018 -0.51262 -10.26465
O -3.69045 -1.70723 -10.08585
C -4.30801 -0.08887 -11.60545
C -4.53161 1.26380 -11.86048
C -4.88639 1.66532 -13.14319
C -5.01986 0.72106 -14.15756
C -4.80525 -0.62928 -13.89406
C -4.44736 -1.04036 -12.61525
H -4.43069 2.00941 -11.07917
H -5.05625 2.71582 -13.35443
H -5.29163 1.03936 -15.15957
H -4.91360 -1.36055 -14.68809
H -4.27985 -2.09483 -12.42389
O 7.50703 -0.22859 -2.40600
N 7.54935 -1.41832 -2.12469
O 8.39359 -1.92897 -1.40144
C 6.52168 -2.29193 -2.69666
C 5.56339 -1.75599 -3.55556
C 4.60410 -2.59392 -4.11503
C 4.60342 -3.95296 -3.81267
C 5.55690 -4.48020 -2.94617
C 6.52171 -3.65051 -2.38425
H 5.55295 -0.69918 -3.79931
H 3.85743 -2.18762 -4.79073
H 3.85633 -4.60522 -4.25594
H 5.54970 -5.53963 -2.71195
H 7.26094 -4.07427 -1.71309
O 5.17174 6.40222 7.72686
N 4.78578 7.21811 6.89514
O 5.22580 7.30752 5.75718
C 3.72975 8.15140 7.29448
C 3.22735 8.10651 8.59419
C 2.24150 9.01046 8.97595
C 1.76194 9.94566 8.06332
C 2.26027 9.97871 6.76394
C 3.24825 9.08053 6.37388
H 3.59248 7.38290 9.31488
H 1.84826 8.98842 9.98702
H 0.99617 10.65346 8.36667
H 1.88052 10.70803 6.05606
H 3.63035 9.11884 5.35945

***

No. 2
Computed, not measured: 7 unconnected molecules or ions with the total composition C28H35N7, with ωB97M-V/def2-TZVPD.

Computed properties:
LUMO	0.659	eV
charge	0
Kohn-Sham gap	0.318	Eh
SMILES	c1cc[nH]c1.c1cc[nH]c1.c1cc[nH]c1.c1cc[nH]c1.c1cc[nH]c1.c1cc[nH]c1.c1cc[nH]c1
max |F|	4.24	eV/Å
energy above the lowest of the compared OMol25 structures with the same formula, charge and spin	1.262	eV

Element x y z (Å)
C 9.50077 17.67882 11.00457
C 8.49006 16.79519 11.36764
C 8.92536 15.51350 11.15661
N 10.16419 15.58834 10.67471
C 10.53642 16.94264 10.51178
H 9.50846 18.75126 11.19111
H 7.47000 16.97444 11.69519
H 8.43375 14.52738 11.34186
H 10.75083 14.78038 10.48913
H 11.44479 17.37297 10.15230
C 12.70957 13.39650 10.09071
C 13.08084 14.50797 9.31933
C 12.25377 14.54028 8.23872
N 11.44260 13.43350 8.24088
C 11.68312 12.74616 9.39856
H 13.13448 13.14179 11.10423
H 13.90500 15.21442 9.48580
H 12.27472 15.22202 7.35588
H 10.69068 13.34120 7.56046
H 11.25242 11.82782 9.68386
C 9.02226 5.52300 8.42777
C 7.65134 5.18183 8.73328
C 6.86176 5.51571 7.67754
N 7.68428 6.11821 6.72251
C 8.96687 6.11479 7.19150
H 9.96185 5.40695 8.99168
H 7.24620 4.68188 9.56811
H 5.79724 5.37366 7.54879
H 7.47850 6.20999 5.76508
H 9.74970 6.56580 6.59837
C 16.06282 12.55254 5.45147
C 15.44742 11.31182 5.28800
C 14.45991 11.22929 6.16690
N 14.49483 12.35083 6.94959
C 15.44022 13.18966 6.47831
H 16.82787 12.95692 4.77603
H 15.65276 10.60348 4.51863
H 13.90282 10.36422 6.36376
H 13.94107 12.53139 7.78298
H 15.59880 14.23124 6.84997
C 6.62255 15.82428 5.97051
C 7.68533 16.50897 5.34125
C 8.71352 16.66229 6.24108
N 8.30440 16.06381 7.42050
C 7.04089 15.59432 7.25401
H 5.65858 15.54764 5.62908
H 7.74091 16.86954 4.34731
H 9.62296 17.27192 6.11222
H 8.66743 16.27828 8.34976
H 6.46107 15.24259 8.12633
C 12.83375 7.64851 7.43539
C 13.85024 6.97971 6.57239
C 14.95866 6.82695 7.36070
N 14.64127 7.17775 8.64275
C 13.37926 7.70842 8.67253
H 11.86865 8.01822 7.12467
H 13.73857 6.91209 5.56222
H 15.99212 6.45513 7.06827
H 15.23788 7.17029 9.42528
H 12.99324 8.16992 9.58390
C 9.94775 11.57204 5.89774
C 10.78523 11.99911 4.78004
C 10.42364 13.29618 4.52184
N 9.46461 13.67555 5.40173
C 9.16512 12.65793 6.24615
H 9.80281 10.57744 6.20176
H 11.66740 11.53853 4.33363
H 11.10189 13.89674 3.88031
H 9.05048 14.62668 5.36938
H 8.34014 12.70116 6.89155